Record 1
62
Properties=species:S:1:pos:R:3 method="wB97M-V/def2-TZVPD" lumo_ev="-7.066 / -6.462" total_charge=+2 largest_force_ha_per_bohr=0.0169 homo_lumo_gap_ev="6.851 / 7.453" homo_ev="-13.918 / -13.915" multiplicity=2
Cr 1.31577 -0.36389 0.51144
C -0.37988 -3.90627 0.80297
Sb -0.87978 -1.96064 0.11946
C -1.26689 -2.19561 -1.94536
C -2.84415 -1.62215 0.91409
C -3.64037 -0.82109 -0.06851
C -4.45992 -1.48407 -0.97922
C -5.16304 -0.79107 -1.95084
C -5.05289 0.58862 -2.02371
C -4.25705 1.26163 -1.11069
C -3.54766 0.57657 -0.12585
C -2.74761 1.36376 0.86995
Sb -0.66761 1.54930 0.38198
C -0.14015 3.11868 1.71837
C -0.78966 2.53252 -1.49479
H -1.12080 -4.60696 0.41901
H -0.39379 -3.93397 1.89068
H 0.60053 -4.19846 0.43722
H -2.03249 -2.95742 -2.08190
H -0.35175 -2.50229 -2.44648
H -1.63427 -1.25683 -2.35692
H -2.76926 -1.16001 1.89711
H -3.27606 -2.61314 1.05404
H -4.55969 -2.56158 -0.91618
H -5.80248 -1.32562 -2.63964
H -5.60312 1.14201 -2.77207
H -4.20929 2.34409 -1.14317
H -2.83038 0.97948 1.88656
H -3.09627 2.39736 0.89359
H -0.81720 3.95870 1.56978
H 0.88190 3.44981 1.54443
H -0.23922 2.76585 2.74427
H -1.35083 3.45815 -1.37397
H -1.31175 1.89725 -2.20909
H 0.20629 2.76676 -1.86537
C 1.70249 0.08668 4.00565
C 2.43961 0.98564 3.07545
N 2.30037 0.96270 1.76867
C 3.11901 1.87925 1.13431
C 3.87410 2.62179 1.97819
S 3.56154 2.16105 3.59593
C 3.05765 1.85270 -0.31988
C 3.71428 2.59781 -1.24026
S 3.29110 2.07897 -2.81302
C 2.24749 0.89310 -2.17801
N 2.21717 0.89054 -0.85969
C 1.45519 -0.02015 -3.04351
H 0.97004 -0.50272 3.45382
H 1.18892 0.65515 4.78048
H 2.38974 -0.60434 4.49467
H 4.59499 3.38658 1.74133
H 4.42096 3.39464 -1.07862
H 1.52086 0.27736 -4.08773
H 0.40807 -0.00380 -2.73785
H 1.82247 -1.04109 -2.94195
F 4.15817 -3.97179 0.89948
C 3.98603 -2.94793 0.07946
F 4.14802 -3.34030 -1.17451
F 4.89032 -1.99545 0.36005
C 2.60886 -2.29850 0.26986
O 1.88775 -2.00716 -0.72063
O 2.25560 -1.88019 1.40717

---

Record 2
58
Properties=species:S:1:pos:R:3 method="wB97M-V/def2-TZVPD" lumo_ev=0.600 largest_force_ha_per_bohr=0.0130 homo_lumo_gap_ev=8.939 homo_ev=-8.339 smiles=O[C@H](COc1ccc(F)cc1)CN1CCN(C[C@H](O)COc2ccc(F)cc2)CC1 multiplicity=1
O 4.91033 0.01212 1.27063
C 3.88742 0.58068 0.47997
C 4.51744 0.86768 -0.89151
O 3.58028 1.36769 -1.81486
C 2.66116 0.53024 -2.37165
C 1.68594 1.15476 -3.15355
C 0.71846 0.41629 -3.80081
C 0.72588 -0.96099 -3.66100
C 1.67231 -1.60235 -2.88802
C 2.64269 -0.85536 -2.24107
H 3.38150 -1.37120 -1.64933
H 1.65090 -2.67668 -2.79594
F -0.21536 -1.69429 -4.29648
H -0.03169 0.89364 -4.41084
H 1.71540 2.22844 -3.24595
H 5.02267 -0.03105 -1.26096
H 5.26438 1.65709 -0.77815
C 3.30768 1.88069 1.08486
N 2.09311 1.75248 1.85763
C 0.91454 1.41438 1.08468
C -0.32177 1.59294 1.95868
N -0.22422 0.70303 3.10113
C 0.94590 1.06065 3.87864
C 2.19265 0.88754 3.01390
H 3.07593 1.17181 3.59280
H 2.26442 -0.17890 2.73414
H 1.01460 0.40017 4.74680
H 0.89704 2.10519 4.23251
C -1.43334 0.64519 3.89278
H -1.82158 1.64520 4.15504
C -2.54400 -0.15052 3.18644
O -3.61808 -0.40040 4.06212
H -3.28697 -0.85053 4.84823
C -1.99454 -1.46653 2.58587
O -1.52410 -1.32763 1.26774
C -2.41560 -1.12974 0.25537
C -1.85205 -0.90210 -1.00292
C -2.65167 -0.70932 -2.10931
C -4.02659 -0.74064 -1.95312
C -4.60818 -0.96059 -0.72122
C -3.80144 -1.15578 0.38749
H -4.27128 -1.32092 1.34345
H -5.68252 -0.97840 -0.62883
F -4.81885 -0.54445 -3.03101
H -2.22726 -0.54449 -3.08551
H -0.77721 -0.88424 -1.09057
H -2.77523 -2.23716 2.64449
H -1.12127 -1.79814 3.15293
H -2.97968 0.44788 2.38076
H -1.19472 0.12479 4.82790
H -1.20578 1.33927 1.37500
H -0.39474 2.64700 2.27880
H 0.85747 2.07888 0.22041
H 0.92589 0.37120 0.72799
H 4.07422 2.32934 1.72563
H 3.09605 2.57645 0.26940
H 3.06922 -0.14451 0.34719
H 4.57203 -0.12984 2.16140

---

Record 3
60
Properties=species:S:1:pos:R:3 method="wB97M-V/def2-TZVPD" lumo_ev=0.433 largest_force_ha_per_bohr=0.0187 homo_lumo_gap_ev=8.340 homo_ev=-7.907 smiles=OCCN(CCCn1c(C(F)(F)F)nc2ccccc21)c1nc(CN2CCCCC2)cs1 multiplicity=1
O -0.73852 -0.66456 1.14321
C -1.36621 -0.07755 2.24381
H -2.43343 -0.29039 2.13686
C -1.11057 1.43509 2.35740
N -1.17800 2.14542 1.09247
C -0.02951 2.25584 0.39638
N 0.99200 1.48710 0.58772
C 2.03854 1.79329 -0.22778
C 1.82668 2.84704 -1.05199
S 0.24813 3.51965 -0.80696
H 2.47607 3.27331 -1.78799
C 3.29607 0.97392 -0.19226
N 3.00943 -0.42568 0.04983
C 3.93558 -1.32846 -0.60372
C 3.42849 -2.76259 -0.48194
C 3.28843 -3.14723 0.98594
C 2.37189 -2.13904 1.66905
C 2.91650 -0.72932 1.46593
H 2.25209 0.00300 1.92667
H 3.90965 -0.64460 1.95184
H 1.37475 -2.20208 1.23191
H 2.29804 -2.34998 2.73763
H 2.88021 -4.15515 1.07615
H 4.27173 -3.13669 1.46448
H 2.45132 -2.82585 -0.96091
H 4.11713 -3.43708 -0.99471
H 4.00284 -1.05190 -1.65947
H 4.95062 -1.25887 -0.16586
H 3.79050 1.08404 -1.16072
H 3.97726 1.39221 0.57398
C -2.34057 2.93947 0.78831
H -2.09512 3.61175 -0.03710
H -2.58590 3.55807 1.66221
C -3.58614 2.11940 0.42713
H -4.43822 2.80049 0.46253
H -3.74429 1.35526 1.18566
C -3.57271 1.48008 -0.97118
N -2.89224 0.21165 -1.05699
C -3.32473 -1.01789 -0.62569
N -2.50235 -1.99268 -0.87711
C -1.43855 -1.41560 -1.50956
C -0.26640 -1.98572 -1.99572
C 0.62757 -1.15639 -2.63378
C 0.36137 0.20311 -2.81649
C -0.79303 0.78701 -2.34158
C -1.67788 -0.02924 -1.65338
H -0.99669 1.83284 -2.51306
H 1.07664 0.81082 -3.35059
H 1.55015 -1.55996 -3.02247
H -0.08662 -3.04096 -1.87250
C -4.64823 -1.26066 0.01672
F -4.74808 -0.73754 1.26019
F -4.92687 -2.55303 0.12855
F -5.66713 -0.70301 -0.67636
H -4.60803 1.33740 -1.29623
H -3.08856 2.15716 -1.67893
H -1.83610 1.87422 3.04655
H -0.10300 1.58332 2.76050
H -1.02704 -0.54290 3.18381
H 0.13106 -0.24939 1.00958

---

Record 4
60
Properties=species:S:1:pos:R:3 method="wB97M-V/def2-TZVPD" lumo_ev=0.526 largest_force_ha_per_bohr=0.0190 homo_lumo_gap_ev=9.323 homo_ev=-8.797 smiles="CC(C)[C@H](NC(=O)C1CCN(S(=O)(=O)c2ccc(F)cc2)CC1)C(=O)NCc1ccco1" multiplicity=1
C -4.76809 -0.19622 1.60307
H -5.77772 0.03492 1.93290
H -4.07683 0.12559 2.37633
H -4.70440 -1.27682 1.48050
C -4.47899 0.54219 0.29616
C -5.35472 0.00455 -0.83356
H -5.10673 -1.03269 -1.05044
H -5.21607 0.58613 -1.74186
H -6.40324 0.05454 -0.55155
H -4.70802 1.60036 0.45444
C -2.99881 0.48366 -0.10721
N -2.50970 -0.88223 -0.15861
C -1.48775 -1.26906 -0.94129
O -0.93376 -0.49958 -1.71044
C -1.09636 -2.73655 -0.78634
C -0.63129 -3.03672 0.64662
C 0.67981 -2.30901 0.93554
N 1.67025 -2.74282 -0.01531
S 3.25758 -2.58354 0.43237
O 3.35827 -3.04440 1.78525
O 4.05153 -3.20622 -0.58255
C 3.60058 -0.81855 0.41610
C 4.06354 -0.22940 -0.74527
C 4.33967 1.12656 -0.76053
C 4.13441 1.85667 0.39873
C 3.66585 1.27720 1.56638
C 3.39795 -0.08163 1.56749
H 3.05814 -0.58653 2.45789
H 3.52804 1.88405 2.44743
F 4.40836 3.17325 0.39495
H 4.71408 1.61829 -1.64387
H 4.22604 -0.84626 -1.61429
C 1.34064 -2.43832 -1.38829
C 0.02152 -3.11317 -1.76552
H -0.25362 -2.80446 -2.77419
H 0.15602 -4.19508 -1.74867
H 2.15546 -2.82530 -2.00029
H 1.25391 -1.35419 -1.54227
H 1.05662 -2.56650 1.92600
H 0.52381 -1.21878 0.87860
H -1.37867 -2.74383 1.38567
H -0.45825 -4.10971 0.74056
H -1.98547 -3.33852 -1.00919
H -2.91224 -1.52423 0.50429
C -2.09360 1.31631 0.82962
O -2.45690 1.78853 1.88575
N -0.84742 1.43431 0.34169
H -0.62315 1.02781 -0.56154
C 0.20785 2.15209 1.02892
C 0.90211 3.07848 0.08860
C 1.05246 4.43241 0.07831
C 1.79079 4.74069 -1.09130
C 2.02809 3.55267 -1.70488
O 1.49803 2.53809 -1.00009
H 2.53698 3.30263 -2.61410
H 2.09917 5.71092 -1.42052
H 0.68754 5.12199 0.81086
H -0.24946 2.71357 1.84630
H 0.92937 1.43304 1.44363
H -2.88322 0.89880 -1.11695

---

> What is the multiplicity in the second record?

1